C37H37CdN10S2 | ωB97M-V/def2-TZVPD

Total charge = -1
E_LUMO = 2.62 eV
Total energy = -2943.96858 Ha
Orbital gap = 6.7 eV

Last column: Löwdin charge in e.
Cartesian coordinates (Å):
Cd1 0.1748 0.1899 0.1917  1.2788
C1 4.3148 -0.3234 -4.8562  -0.0640
C2 3.8164 -0.6082 -3.4676  -0.2978
C3 4.4753 -0.1335 -2.3384  -0.0449
C4 3.9467 -0.2889 -1.0693  -0.0457
C5 2.7331 -0.9501 -0.8492  -0.3050
N1 2.0987 -1.0491 0.3863  -0.0312
C6 2.7592 -1.5754 1.4477  -0.2485
C7 4.0670 -2.1204 1.3932  -0.0314
C8 4.7113 -2.6388 2.4995  -0.0708
C9 4.1092 -2.6873 3.7516  -0.3082
C10 4.7979 -3.2844 4.9500  -0.0754
C11 2.8043 -2.2214 3.8197  -0.0050
C12 2.1448 -1.6880 2.7236  -0.1401
N2 0.7885 -1.2914 2.9328  -0.1170
C13 0.3052 -0.6266 4.0036  -0.1011
C14 -1.0661 -0.6651 3.9299  -0.0715
C15 -1.3251 -1.3885 2.7535  -0.1845
N3 -0.2069 -1.7669 2.1520  0.0530
C16 2.0839 -1.4218 -2.0016  -0.1558
C17 2.6033 -1.2487 -3.2739  -0.0078
N4 0.8193 -2.0832 -1.8905  -0.0823
C18 0.4860 -3.2809 -2.4034  -0.0582
C19 -0.8468 -3.4953 -2.1314  -0.0531
C20 -1.2489 -2.3470 -1.4377  -0.1419
N5 -0.2407 -1.5024 -1.3054  0.0027
H1 5.3514 0.0159 -4.8407  0.0679
H2 4.2558 -1.2073 -5.4944  0.0712
H3 3.7027 0.4604 -5.3085  0.0637
H4 5.4062 0.4105 -2.4591  0.1069
H5 4.4571 0.1388 -0.2159  0.1178
H6 4.5839 -2.1316 0.4450  0.0933
H7 5.7187 -3.0262 2.3784  0.1037
H8 5.8825 -3.2091 4.8553  0.0665
H9 4.5095 -2.7734 5.8706  0.0679
H10 4.5541 -4.3436 5.0754  0.0715
H11 2.2549 -2.2938 4.7528  0.1154
H12 0.9695 -0.1543 4.7064  0.1235
H13 -1.7682 -0.1991 4.5992  0.0894
H14 -2.2730 -1.6404 2.3073  0.0802
H15 2.0130 -1.5675 -4.1255  0.1270
H16 1.2234 -3.8792 -2.9102  0.1247
H17 -1.4375 -4.3565 -2.3879  0.0878
H18 -2.2086 -2.0983 -1.0167  0.0822
C21 -3.5716 0.6336 -0.1101  -0.2223
N6 -2.2972 0.8990 0.5414  -0.0128
C22 -2.2793 1.8449 1.4081  -0.1547
C23 -1.1070 2.2440 2.1199  -0.3820
C24 -0.9666 3.1877 3.1409  -0.0791
C25 0.3878 3.1709 3.4953  -0.1197
C26 0.9960 2.2289 2.6590  -0.2114
N7 0.0956 1.6691 1.8388  -0.0811
C27 -4.3070 -0.5549 0.4682  -0.2170
C28 -4.6289 -0.6017 1.8224  -0.0626
C29 -5.3188 -1.6809 2.3496  -0.0906
C30 -5.6989 -2.7348 1.5265  -0.1002
C31 -5.3938 -2.6924 0.1752  -0.0844
C32 -4.7060 -1.6045 -0.3496  -0.0563
H19 -3.3950 0.4582 -1.1743  0.0295
H20 -4.2314 1.5122 -0.0207  0.1155
H21 -3.1971 2.4059 1.6294  0.1246
H22 -1.7534 3.7964 3.5620  0.0865
H23 0.8767 3.7715 4.2468  0.0746
H24 2.0368 1.9394 2.6142  0.0994
H25 -4.3117 0.2056 2.4732  0.1091
H26 -5.5515 -1.7081 3.4069  0.0998
H27 -6.2276 -3.5844 1.9398  0.0955
H28 -5.6869 -3.5079 -0.4742  0.0994
H29 -4.4762 -1.5645 -1.4090  0.1101
S1 -2.6507 0.7767 -3.7505  0.5316
C33 -2.1835 2.3604 -3.4136  -0.8894
N8 -2.7448 3.0541 -2.3964  0.0115
C34 -2.1631 4.2730 -1.8538  -0.1908
C35 -1.6473 5.1113 -3.0095  -0.1683
C36 -0.6776 4.2814 -3.8309  -0.1958
N9 -1.2842 3.0024 -4.1787  0.0056
H30 -3.2990 2.4812 -1.7840  0.0729
H31 -1.3496 4.0352 -1.1603  0.0892
H32 -2.9429 4.8057 -1.3073  0.1156
H33 -1.1397 5.9995 -2.6321  0.1136
H34 -2.4883 5.4336 -3.6290  0.1151
H35 0.2411 4.1160 -3.2645  0.0703
H36 -0.4165 4.7943 -4.7577  0.1172
H37 -0.7273 2.3805 -4.7485  0.0829
S2 1.0756 2.2169 -1.3161  0.4496
C37 1.3266 1.8335 -2.9250  -0.9168
N10 1.4837 1.6625 -4.0636  0.0619

***

C37H37Cl2F4N6O4SV | ωB97M-V/def2-TZVPD

Total charge = -1
E_LUMO (spin up / spin down) = 2.43 / 2.40 eV
Total energy = -4723.86723 Ha
Multiplicity = 4
Orbital gap (spin up / spin down) = 5.8 / 7.3 eV

Last column: Löwdin charge in e.
Cartesian coordinates (Å):
V1 0.6102 -0.5198 1.1090  1.0098
C1 4.1658 0.6703 0.5437  -0.1240
C2 3.3629 1.2762 1.6818  -0.2493
N1 2.0483 1.7417 1.2399  -0.1674
C3 2.1485 2.8317 0.2436  -0.2295
C4 1.7020 2.4938 -1.1635  -0.0840
C5 1.1943 2.2086 2.3321  -0.2048
C6 1.0639 1.2791 3.5151  -0.2250
N2 0.7707 -0.0661 3.0663  -0.0811
C7 0.5534 -1.0228 4.0110  -0.1553
C8 0.1035 -2.3027 3.6271  -0.1340
F1 -0.2248 -2.5145 2.3262  0.0711
C9 -0.0678 -3.3579 4.4893  -0.2232
F2 -0.4962 -4.5309 3.9826  0.0798
C10 0.1707 -3.2451 5.8447  0.0381
C11 0.5615 -1.9921 6.2669  -0.2287
F3 0.7980 -1.7803 7.5808  0.0658
C12 0.7337 -0.9229 5.4108  -0.1313
F4 1.0954 0.2472 5.9988  0.0542
H1 5.0672 0.1963 0.9367  0.0809
H2 3.5738 -0.0843 0.0270  -0.0491
H3 4.4765 1.4173 -0.1900  0.0660
H4 3.2114 0.5128 2.4428  0.1035
H5 3.9226 2.1061 2.1483  0.1225
H6 1.5657 3.6781 0.6203  0.0940
H7 3.1896 3.1743 0.2182  0.1120
H8 0.7526 1.9571 -1.1605  0.0137
H9 1.5788 3.4087 -1.7494  0.0839
H10 2.4186 1.8520 -1.6695  0.0467
H11 1.5378 3.1768 2.7399  0.1279
H12 0.2120 2.3809 1.8858  0.1043
H13 1.9680 1.2986 4.1270  0.1104
H14 0.2589 1.7080 4.1253  0.1262
H15 0.0387 -4.0704 6.5259  0.1229
Cl1 1.6727 -7.2173 -1.8104  0.6078
C13 1.1273 -5.6386 -1.2727  -0.6887
C14 -0.1665 -5.2286 -1.5856  -0.1506
C15 -0.5733 -3.9630 -1.2147  -0.5778
Cl2 -2.2229 -3.4919 -1.5496  0.6840
C16 0.2682 -3.0338 -0.5600  -0.3891
O1 -0.1223 -1.8184 -0.3657  -0.1578
C17 1.5516 -3.5399 -0.1623  -0.1475
C18 2.4094 -2.7444 0.6322  -0.1388
O2 2.0445 -1.5670 1.0605  -0.2238
C19 1.9643 -4.8274 -0.5533  -0.0836
H16 -0.8487 -5.8925 -2.0975  0.0962
H17 3.3947 -3.0890 0.9308  0.1282
H18 2.9530 -5.1728 -0.2762  0.1146
C20 -0.2098 -1.3190 -3.7428  -0.0740
N3 0.9888 -0.9118 -3.0495  -0.0366
C21 2.1484 -1.5912 -3.0210  -0.8207
S1 3.4660 -0.9396 -2.1773  0.6718
N4 2.1665 -2.7359 -3.7399  -0.0326
C22 3.3023 -3.6347 -3.8008  -0.0989
H19 -0.9715 -0.5644 -3.5608  0.0871
H20 -0.6051 -2.2711 -3.3842  0.0414
H21 -0.0270 -1.3870 -4.8190  0.0867
H22 0.8791 -0.2119 -2.3277  0.0808
H23 1.2667 -3.1537 -3.9176  0.1137
H24 4.1971 -3.0802 -3.5288  0.0360
H25 3.4086 -4.0204 -4.8153  0.0771
H26 3.1837 -4.4702 -3.1098  0.0663
O3 -2.3883 0.4108 2.9087  0.0763
C23 -2.2637 0.7303 1.7512  -0.5176
N5 -3.2240 1.4153 1.0204  0.1455
C24 -2.6981 1.8885 -0.2396  -0.2755
C25 -1.3823 1.0900 -0.2775  -0.4239
O4 -0.6528 1.0632 -1.2593  0.0106
N6 -1.1717 0.4649 0.9064  0.0743
C26 -3.5489 1.4629 -1.4354  -0.1382
C27 -4.3140 0.3046 -1.3493  -0.0162
C28 -5.0397 -0.1428 -2.4439  -0.0816
C29 -5.0036 0.5608 -3.6399  -0.1015
C30 -4.2270 1.7070 -3.7353  -0.0849
C31 -3.5005 2.1539 -2.6396  -0.0235
C32 -2.4447 3.3917 -0.2027  -0.1377
C33 -1.1793 3.9513 -0.3077  -0.0069
C34 -1.0153 5.3327 -0.2660  -0.0659
C35 -2.1132 6.1657 -0.1235  -0.0958
C36 -3.3833 5.6107 -0.0096  -0.0840
C37 -3.5429 4.2362 -0.0481  -0.0373
H27 -3.9162 1.9330 1.5369  0.1471
H28 -4.3294 -0.2507 -0.4209  0.1171
H29 -5.6251 -1.0500 -2.3631  0.1000
H30 -5.5732 0.2150 -4.4933  0.0950
H31 -4.1790 2.2543 -4.6684  0.0977
H32 -2.8864 3.0416 -2.7265  0.1198
H33 -0.3148 3.3149 -0.4495  0.0698
H34 -0.0209 5.7527 -0.3508  0.1028
H35 -1.9866 7.2408 -0.1168  0.0964
H36 -4.2494 6.2506 0.1035  0.0986
H37 -4.5381 3.8101 0.0243  0.1207

***

C37H37ClMoN7O2S2 | ωB97M-V/def2-TZVPD

Total charge = +1
E_LUMO = -3.15 eV
Total energy = -3290.57387 Ha
Orbital gap = 7.3 eV

Last column: Löwdin charge in e.
Cartesian coordinates (Å):
Mo1 -0.3087 0.3465 -0.3557  1.5379
C1 -1.2630 1.1332 1.6044  -0.1417
C2 -2.2608 1.3137 0.6322  -0.1382
C3 -1.7912 2.2273 -0.3445  -0.1324
C4 -0.4814 2.6049 0.0235  -0.1804
C5 -0.1367 1.9155 1.2251  -0.2002
H1 -1.3340 0.5011 2.4747  0.1207
H2 -3.2246 0.8372 0.6492  0.1135
H3 -2.3425 2.5692 -1.2052  0.1147
H4 0.1442 3.3213 -0.4827  0.1169
H5 0.7645 2.0535 1.7987  0.0598
C6 5.1793 0.9004 -0.8834  -0.0934
C7 3.9633 1.8277 -0.8574  -0.2219
C8 2.8351 1.3177 -1.6855  -0.5402
N1 1.6549 1.0625 -1.2547  -0.0798
N2 0.7787 0.6091 -2.1977  -0.1330
C9 1.2955 0.4796 -3.3893  -0.6365
N3 0.6353 -0.0001 -4.4353  0.1480
S1 2.9627 0.9941 -3.4037  1.1544
H6 6.0104 1.3703 -0.3597  0.0840
H7 5.5057 0.6824 -1.9023  0.0658
H8 4.9495 -0.0341 -0.3716  0.0543
H9 4.2321 2.8254 -1.2132  0.1225
H10 3.5884 1.9221 0.1634  0.0584
H11 -0.3202 -0.3169 -4.2639  0.0766
H12 1.0481 -0.0367 -5.3485  0.1151
Cl1 -0.3265 -1.9908 5.2955  0.7203
C10 -0.0138 -1.8498 3.6062  -0.6488
C11 0.9346 -0.9446 3.1685  -0.1209
C12 1.1872 -0.8458 1.8075  -0.0855
C13 0.4781 -1.6306 0.8780  -0.3444
C14 0.7863 -1.4840 -0.5291  -0.1797
C15 -0.4804 -2.5446 1.3734  -0.0216
C16 -0.7186 -2.6634 2.7163  -0.0783
H13 1.4740 -0.3318 3.8757  0.0716
H14 1.9530 -0.1647 1.4589  0.0517
H15 0.4141 -2.2284 -1.2283  0.0835
H16 1.8319 -1.3018 -0.7677  0.0719
H17 -1.0054 -3.1867 0.6806  0.1236
H18 -1.4490 -3.3657 3.0909  0.1192
O1 -3.0953 -1.4687 1.0714  0.0534
C17 -2.9381 -1.6094 -0.1248  -0.5539
N4 -3.7023 -2.4020 -0.9316  0.1677
C18 -3.4389 -2.1675 -2.3391  -0.2683
C19 -2.2414 -1.2042 -2.2144  -0.4252
O2 -1.6343 -0.7589 -3.1778  0.0296
N5 -1.9705 -0.9589 -0.9102  0.0391
C20 -2.9829 -3.4128 -3.0873  -0.1629
C21 -2.7363 -3.3296 -4.4565  -0.0334
C22 -2.2893 -4.4394 -5.1549  -0.0673
C23 -2.0849 -5.6458 -4.4960  -0.0834
C24 -2.3290 -5.7326 -3.1352  -0.0752
C25 -2.7734 -4.6187 -2.4320  -0.0271
C26 -4.6329 -1.4721 -2.9883  -0.1437
C27 -4.7824 -0.0916 -2.8970  -0.0192
C28 -5.9144 0.5292 -3.4038  -0.0682
C29 -6.9117 -0.2253 -4.0046  -0.0784
C30 -6.7704 -1.6024 -4.0964  -0.0650
C31 -5.6355 -2.2227 -3.5931  -0.0226
H19 -4.5799 -2.7609 -0.5937  0.1690
H20 -2.9042 -2.3932 -4.9728  0.1230
H21 -2.1082 -4.3662 -6.2198  0.1059
H22 -1.7429 -6.5138 -5.0447  0.1047
H23 -2.1785 -6.6694 -2.6141  0.1049
H24 -2.9602 -4.6935 -1.3686  0.1064
H25 -4.0076 0.5115 -2.4358  0.1082
H26 -6.0158 1.6047 -3.3331  0.1060
H27 -7.7939 0.2587 -4.4027  0.1065
H28 -7.5436 -2.1978 -4.5645  0.1082
H29 -5.5273 -3.2973 -3.6787  0.1221
C32 5.9440 -0.6202 6.5258  0.0012
C33 5.6319 -0.6123 5.0672  -0.2637
C34 6.1607 -1.4605 4.1450  0.0264
C35 5.7433 -1.3237 2.8021  -0.2942
N6 4.8802 -0.4075 2.4057  0.1128
C36 4.3444 0.4425 3.3141  -0.8130
S2 3.2165 1.6108 2.9393  0.6663
N7 4.7409 0.3082 4.6293  0.0999
C37 6.2649 -2.2651 1.7640  -0.0122
H30 6.7524 -1.3138 6.7392  0.0900
H31 5.0649 -0.9256 7.0965  0.0998
H32 6.2372 0.3752 6.8620  0.0973
H33 6.8782 -2.2129 4.4351  0.1250
H34 4.3158 0.9561 5.2792  0.1393
H35 7.2917 -2.5612 1.9737  0.0877
H36 6.2001 -1.8119 0.7781  0.0706
H37 5.6510 -3.1694 1.7652  0.0987

***

Values for largest force on an atom, eV/Å, ordered as above
0.1; 3.9; 1.3